{"formula": "C2H10NO", "method": "ωB97M-V/def2-TZVPD", "charge": 1, "de_lowest_kj_mol": 37.7, "mol_weight_g_mol": 64.1, "e_homo_ev": -15.32, "lumo_energy_ha": -0.138, "elements": ["N", "H", "H", "H", "H", "C", "O", "C", "H", "H", "H", "H", "H", "H"], "coordinates": [[1.666, 1.368, -0.003], [2.453, 1.002, -0.537], [0.773, 0.835, -0.286], [1.528, 2.373, -0.136], [1.884, 1.188, 0.991], [-1.323, -0.713, -0.394], [-0.554, 0.338, -1.060], [-0.688, -1.059, 0.930], [-1.368, -1.574, -1.058], [-2.336, -0.332, -0.257], [-0.426, 0.055, -1.977], [-0.698, -0.201, 1.605], [0.330, -1.418, 0.782], [-1.241, -1.860, 1.401]], "nbo_charge": [-0.899, 0.443, 0.478, 0.450, 0.444, -0.068, -0.761, -0.647, 0.192, 0.198, 0.505, 0.209, 0.201, 0.255]}

***

{"formula": "H9O4S", "method": "ωB97M-V/def2-TZVPD", "charge": -1, "de_lowest_kj_mol": 159.9, "mol_weight_g_mol": 105.1, "e_homo_ev": -3.76, "lumo_energy_ha": 0.126, "elements": ["S", "H", "H", "H", "O", "H", "H", "O", "H", "H", "O", "H", "H", "O"], "coordinates": [[0.939, 0.574, 2.221], [1.474, -0.609, 1.720], [1.492, -0.976, 0.070], [0.824, -2.019, -0.472], [1.499, -1.411, -0.729], [-0.066, 1.238, 0.150], [-1.418, 0.566, 0.028], [-0.886, 1.298, -0.380], [-0.424, 0.315, -2.755], [-0.151, 1.811, -2.502], [-0.444, 1.270, -3.164], [-1.126, -1.666, 0.722], [-2.602, -1.727, 0.517], [-1.798, -1.921, 0.146]], "nbo_charge": [-0.997, 0.047, 0.470, 0.450, -0.932, 0.502, 0.469, -1.005, 0.486, 0.475, -0.962, 0.480, 0.464, -0.948]}

***

{"formula": "C5H13NO", "method": "ωB97M-V/def2-TZVPD", "smiles": "C/C=C/NCC.O", "charge": 0, "de_lowest_kj_mol": 155.8, "mol_weight_g_mol": 103.2, "e_homo_ev": -7.81, "lumo_energy_ha": 0.031, "elements": ["C", "C", "C", "N", "C", "C", "H", "H", "H", "H", "H", "H", "H", "H", "H", "H", "H", "H", "H", "O"], "coordinates": [[1.753, 0.332, 2.511], [0.458, -0.323, 2.047], [-0.183, 0.129, 0.975], [-1.402, -0.390, 0.499], [-1.932, 0.086, -0.775], [-1.443, -0.775, -1.935], [1.495, 0.987, 3.346], [2.456, -0.417, 2.875], [2.234, 0.877, 1.702], [0.163, -1.193, 2.621], [0.137, 1.073, 0.533], [-2.065, -0.507, 1.248], [-1.710, 1.149, -0.933], [-3.016, 0.037, -0.654], [-2.192, -0.746, -2.735], [-1.499, -1.800, -1.570], [-0.490, -0.529, -2.395], [2.464, 1.352, -2.018], [2.632, -0.084, -2.655], [2.138, 0.744, -2.687]], "nbo_charge": [-0.627, -0.257, -0.014, -0.640, -0.209, -0.628, 0.207, 0.208, 0.203, 0.196, 0.172, 0.381, 0.173, 0.193, 0.203, 0.213, 0.225, 0.474, 0.476, -0.949]}

***

{"formula": "C21H43O12Zn", "method": "ωB97M-V/def2-TZVPD", "s2": 0.757, "charge": 2, "multiplicity": 2, "mol_weight_g_mol": 553.0, "e_homo_ev": [-13.66, -13.66], "lumo_energy_ha": [-0.247, -0.396], "elements": ["Zn", "O", "H", "C", "O", "C", "O", "O", "C", "H", "H", "H", "H", "H", "H", "C", "O", "C", "O", "O", "C", "H", "H", "H", "H", "H", "H", "C", "C", "O", "C", "H", "H", "H", "H", "H", "H", "C", "C", "O", "C", "H", "H", "H", "H", "H", "H", "C", "C", "O", "C", "H", "H", "H", "H", "H", "H", "C", "C", "O", "C", "H", "H", "H", "H", "H", "H", "C", "C", "O", "C", "H", "H", "H", "H", "H", "H"], "coordinates": [[2.161, -0.680, 6.104], [3.693, -0.832, 7.265], [4.520, -1.063, 7.731], [4.362, 2.812, 7.173], [4.336, 3.040, 5.775], [3.719, 2.101, 4.910], [3.226, 1.010, 5.205], [3.895, 2.547, 3.633], [3.469, 1.768, 2.512], [4.742, 1.800, 7.307], [3.434, 2.924, 7.734], [5.023, 3.532, 7.655], [2.462, 1.379, 2.665], [4.221, 0.999, 2.331], [3.523, 2.308, 1.567], [2.038, -2.359, 9.481], [0.706, -2.654, 8.985], [0.440, -2.680, 7.702], [1.219, -2.471, 6.806], [-0.935, -2.874, 7.573], [-1.585, -2.828, 6.319], [2.818, -2.931, 8.978], [2.053, -2.503, 10.561], [2.264, -1.304, 9.323], [-2.613, -3.173, 6.430], [-1.031, -3.442, 5.609], [-1.633, -1.814, 5.920], [-0.536, 1.899, 8.263], [0.883, 1.481, 8.522], [1.606, 1.007, 7.679], [1.346, 1.812, 9.941], [-0.870, 2.734, 8.880], [-1.172, 1.049, 8.510], [-0.513, 2.156, 7.205], [0.913, 1.126, 10.668], [1.036, 2.836, 10.149], [2.418, 1.617, 9.949], [4.792, -1.451, 3.139], [3.787, -2.349, 3.811], [3.035, -1.909, 4.700], [3.612, -3.812, 3.431], [5.137, -0.619, 3.753], [4.373, -1.119, 2.189], [5.624, -2.086, 2.836], [2.989, -4.313, 4.172], [4.578, -4.314, 3.360], [3.170, -3.897, 2.439], [7.132, 0.894, 11.029], [5.640, 0.650, 11.232], [5.143, 1.161, 12.193], [4.876, -0.141, 10.201], [7.246, 1.684, 10.286], [7.499, 0.027, 10.480], [7.653, 1.179, 11.943], [4.890, 0.325, 9.216], [3.865, -0.249, 10.594], [5.350, -1.122, 10.230], [4.224, -4.447, 6.930], [3.681, -5.818, 6.611], [4.256, -6.556, 5.906], [2.300, -6.152, 7.200], [3.401, -3.761, 7.132], [4.901, -4.134, 6.135], [4.706, -4.471, 7.907], [2.038, -5.547, 8.068], [2.213, -7.225, 7.373], [1.529, -5.926, 6.463], [7.376, -1.560, 7.148], [7.670, -0.045, 7.051], [8.294, 0.547, 7.953], [7.064, 0.729, 5.889], [8.184, -2.083, 6.635], [6.505, -1.895, 6.584], [7.182, -1.720, 8.208], [7.410, 1.755, 6.016], [6.002, 0.824, 6.115], [7.184, 0.212, 4.936]], "lowdin_spin": [0.000, 0.026, -0.001, 0.000, 0.000, 0.000, 0.000, 0.000, 0.000, 0.000, 0.000, 0.000, 0.000, 0.000, 0.000, 0.000, 0.000, 0.000, 0.000, 0.000, 0.000, 0.000, 0.000, 0.000, 0.000, 0.000, 0.000, 0.000, 0.000, 0.000, 0.000, 0.000, 0.000, 0.000, 0.000, 0.000, 0.000, 0.000, 0.000, 0.001, 0.000, 0.000, 0.000, 0.000, 0.000, 0.000, 0.000, 0.111, 0.115, 0.647, 0.084, 0.002, 0.009, -0.001, 0.002, -0.001, 0.003, 0.000, 0.000, 0.000, 0.000, 0.000, 0.000, 0.000, 0.000, 0.000, 0.000, 0.000, 0.000, 0.003, 0.000, 0.000, 0.000, 0.000, 0.000, 0.000, 0.000]}

***

{"formula": "C3H3ClS", "method": "ωB97M-V/def2-TZVPD", "charge": 0, "de_lowest_kj_mol": 558.9, "mol_weight_g_mol": 106.6, "e_homo_ev": -8.19, "lumo_energy_ha": -0.022, "elements": ["C", "C", "C", "S", "Cl", "H", "H", "H"], "coordinates": [[-1.060, 0.374, -0.350], [-2.852, 0.547, 0.337], [1.641, 0.050, -0.136], [0.037, -0.030, 0.866], [-3.659, -0.851, 0.015], [1.627, -0.660, -0.918], [2.385, -0.431, 0.555], [1.881, 1.001, -0.370]], "nbo_charge": [-0.315, -0.070, -0.694, 0.339, 0.072, 0.230, 0.217, 0.220]}

***

{"formula": "CH6N3O", "method": "ωB97M-V/def2-TZVPD", "smiles": "NC(=[NH2+])NO", "charge": 1, "de_lowest_kj_mol": 63.6, "mol_weight_g_mol": 76.1, "e_homo_ev": -15.49, "lumo_energy_ha": -0.126, "elements": ["C", "N", "N", "N", "O", "H", "H", "H", "H", "H", "H"], "coordinates": [[-0.114, -0.147, 0.247], [-0.832, 0.124, 1.281], [-0.038, 0.967, -0.737], [0.377, -1.243, -0.212], [1.099, 0.806, -1.588], [-0.979, 1.125, 1.549], [-1.115, -0.394, 2.096], [0.160, 1.804, -0.079], [0.371, -2.124, 0.301], [0.677, -1.325, -1.169], [0.832, 0.892, -2.579]], "nbo_charge": [0.651, -0.740, -0.288, -0.711, -0.567, 0.433, 0.452, 0.369, 0.435, 0.453, 0.513]}

***

{"formula": "C11H16Cl3F3OPb", "method": "ωB97M-V/def2-TZVPD", "charge": -2, "de_lowest_kj_mol": 100.7, "mol_weight_g_mol": 534.8, "e_homo_ev": [-0.98, -0.98], "lumo_energy_ha": [0.140, 0.140], "elements": ["C", "C", "C", "C", "C", "C", "C", "C", "C", "C", "Pb", "Cl", "Cl", "Cl", "H", "H", "H", "H", "H", "H", "H", "H", "H", "H", "H", "H", "H", "H", "H", "O", "H", "F", "C", "F", "F"], "coordinates": [[-0.602, 0.706, -1.541], [-1.453, -0.416, -1.485], [-0.658, -1.565, -1.190], [-2.901, -0.393, -1.723], [0.701, -1.171, -1.171], [0.749, 0.255, -1.348], [1.905, 1.077, -1.267], [-1.046, 2.088, -1.778], [-1.180, -2.917, -0.939], [1.862, -2.057, -0.991], [0.654, 1.255, 2.629], [-3.616, -1.087, 1.376], [-0.542, 3.359, 1.479], [1.457, -1.185, 2.243], [-3.303, 0.591, -1.470], [-3.407, -1.109, -1.062], [-3.151, -0.617, -2.771], [-1.997, -2.845, -0.207], [-0.387, -3.559, -0.540], [-1.578, -3.376, -1.854], [1.982, -2.349, 0.063], [2.780, -1.545, -1.298], [1.737, -2.966, -1.597], [2.845, 0.553, -1.442], [2.059, 1.503, 0.127], [1.818, 2.036, -1.784], [-1.799, 2.391, -1.037], [-1.497, 2.177, -2.776], [-0.212, 2.788, -1.704], [2.181, 1.944, 1.146], [1.882, 2.872, 1.026], [0.714, -0.295, 5.766], [1.128, 0.936, 5.344], [0.431, 1.862, 6.075], [2.444, 1.058, 5.698]], "nbo_charge": [-0.028, 0.084, 0.072, -0.690, -0.070, 0.162, -0.650, -0.659, -0.675, -0.656, 1.186, -0.964, -0.834, -0.763, 0.233, 0.292, 0.192, 0.290, 0.217, 0.199, 0.269, 0.198, 0.195, 0.220, 0.472, 0.221, 0.255, 0.189, 0.214, -1.028, 0.503, -0.396, 0.580, -0.414, -0.416]}

***

{"formula": "C6H15NSi", "method": "ωB97M-V/def2-TZVPD", "charge": 0, "de_lowest_kj_mol": 188.4, "mol_weight_g_mol": 129.3, "e_homo_ev": -7.93, "lumo_energy_ha": 0.033, "elements": ["C", "C", "C", "C", "C", "C", "N", "Si", "H", "H", "H", "H", "H", "H", "H", "H", "H", "H", "H", "H", "H", "H", "H"], "coordinates": [[-2.046, -0.128, 0.657], [-1.333, 1.193, 0.552], [-1.630, -1.081, -0.402], [-0.062, 1.252, 1.307], [-0.350, -1.829, -0.056], [2.303, 0.691, -1.416], [2.469, -0.433, -0.454], [1.240, -0.806, 0.607], [-1.851, -0.505, 1.663], [-3.107, 0.088, 0.361], [-1.149, 1.425, -0.455], [-1.963, 1.974, 1.018], [-2.369, -1.801, -0.683], [-1.471, -0.383, -1.238], [0.663, 1.963, 0.892], [-0.062, 1.314, 2.409], [-0.561, -2.608, 0.660], [0.041, -2.314, -0.985], [1.311, 0.731, -1.769], [2.620, 1.575, -0.892], [3.011, 0.486, -2.221], [2.473, -1.303, -1.051], [2.023, -1.374, 1.547]], "nbo_charge": [-0.394, -0.445, -0.393, -0.624, -0.833, -0.404, -1.080, 1.431, 0.203, 0.204, 0.192, 0.198, 0.203, 0.186, 0.199, 0.206, 0.225, 0.212, 0.175, 0.202, 0.196, 0.370, -0.230]}